No. 1
This record from OMol25 describes an isolated ion of composition C4H9NOS and charge +1. The level of theory is the ωB97M-V functional and the def2-TZVPD basis.

```
16
Properties=species:S:1:pos:R:3:forces:R:3
C -0.6486 -0.0487 -1.1311 -0.09 -0.53 0.15
C -0.8824 1.1384 -0.1829 0.18 -0.10 -0.28
C 0.1787 1.3940 0.8984 -0.09 0.01 0.11
S 1.8036 1.0416 0.2849 0.18 -0.01 -0.12
C -0.9396 -1.3171 -0.3372 0.56 -0.86 -0.48
N 0.1912 -1.8680 0.2520 -1.00 1.01 -0.04
O -2.0182 -1.8315 -0.2347 -0.39 0.38 0.27
H -1.3311 0.0033 -1.9821 -0.02 0.03 0.25
H 0.3531 -0.2134 -1.5459 0.01 0.72 -0.04
H -1.7796 0.8746 0.3687 -0.36 0.40 -0.05
H -1.0373 2.0605 -0.7445 -0.02 -0.05 0.07
H 0.0503 0.6864 1.7254 0.08 -0.27 0.07
H 0.1082 2.3744 1.3639 0.17 0.17 -0.19
H 2.5794 1.9491 0.9185 -0.18 0.05 0.17
H -0.0105 -2.7275 0.7432 0.63 -0.19 -0.14
H 1.0513 -1.6497 -0.2167 0.33 -0.74 0.24
```
Forces are in eV/Å.

Summary:
- HOMO (spin up / spin down): -13.92 / -13.62 eV
- Max |F|: 1.4 eV Å⁻¹
- Gap between HOMO and LUMO (spin up / spin down): 0.369 / 0.161 hartree
- ΔE to the lowest compared entry with this formula, charge and spin: 3.5 kcal per mole
- DFT total energy: -18657.8265 eV
- LUMO (spin up / spin down): -3.88 / -9.24 eV
- Multiplicity: 2
- Charge: +1

***

No. 2
This record from OMol25 describes a 9-piece molecular cluster, C36H99N9O9 overall. The level of theory is the ωB97M-V functional and the def2-TZVPD basis.

```
153
Properties=species:S:1:pos:R:3:forces:R:3
C 0.2692 16.8263 -2.7730 0.30 0.24 0.04
C 0.5393 17.1660 -4.2376 -1.05 -0.33 -0.92
C 1.3452 18.4217 -4.4939 -0.53 -0.08 0.02
O 1.2903 18.8502 -5.8719 -0.40 -0.16 0.60
C 2.0655 20.0203 -6.0455 0.70 -0.76 0.24
N 1.1760 16.0276 -4.8666 0.69 -1.34 -0.68
H 1.1655 16.9433 -2.1639 0.09 0.03 0.04
H -0.0273 15.7812 -2.6836 -0.01 -0.04 -0.10
H -0.5334 17.4049 -2.3157 0.08 0.23 -0.16
H -0.4100 17.2248 -4.7701 -0.51 0.89 0.31
H 2.3660 18.1911 -4.1890 0.34 0.23 -0.08
H 0.9283 19.1935 -3.8470 0.13 0.36 0.04
H 2.1283 20.3238 -7.0905 -0.47 -0.17 0.00
H 3.0759 19.7389 -5.7489 0.42 0.40 0.09
H 1.7431 20.8506 -5.4173 -0.24 0.09 0.02
H 0.5020 15.2757 -4.8918 -0.18 -0.56 0.98
H 1.1905 16.1227 -5.8720 0.65 0.99 -0.42
C -10.7755 15.2545 -2.7455 0.26 -0.60 0.22
C -10.2938 14.2415 -1.6825 0.50 2.08 0.14
C -9.0017 14.7300 -0.9346 0.32 -0.85 -2.96
O -7.9348 14.6731 -1.9039 0.31 0.08 -0.04
C -6.7539 15.3872 -1.5371 -0.70 0.45 0.74
N -11.3105 14.1332 -0.6932 -1.33 -0.74 0.61
H -11.6751 14.8691 -3.2256 0.13 -0.14 -0.22
H -9.9891 15.4630 -3.4709 -0.11 -0.03 -0.06
H -11.0903 16.1915 -2.2863 0.23 0.13 0.24
H -10.1912 13.2499 -2.1233 0.55 0.13 -0.06
H -8.8496 13.9822 -0.1563 0.35 0.39 0.57
H -9.0576 15.7771 -0.6369 -0.53 -0.07 0.63
H -6.7781 16.4543 -1.7579 -0.42 0.23 -0.71
H -5.8664 14.9833 -2.0243 -0.17 -0.32 0.29
H -6.7098 15.4534 -0.4500 0.70 -0.68 0.24
H -11.0022 13.4922 0.0239 -0.24 0.07 0.36
H -11.5624 15.0192 -0.2788 0.13 0.07 0.11
C -9.0422 18.7662 -2.6999 -0.53 0.19 0.93
C -7.9554 19.7844 -2.9822 0.41 -0.16 1.62
C -6.6676 19.5912 -2.1398 -1.20 1.05 0.50
O -6.9896 19.7817 -0.7388 -0.52 -1.43 -0.42
C -5.8532 19.7680 0.0932 1.33 0.76 -0.03
N -7.6849 19.7494 -4.3940 0.20 -0.07 -0.36
H -9.3107 18.7437 -1.6437 0.47 -0.15 0.28
H -8.7725 17.7614 -3.0250 0.09 0.07 -0.08
H -10.0095 19.0433 -3.1190 0.10 0.05 -0.68
H -8.2461 20.7975 -2.7042 -0.63 0.08 0.35
H -6.0707 20.4799 -2.3450 0.78 -0.34 -0.63
H -6.2090 18.6389 -2.4064 0.38 -0.03 0.41
H -5.3098 20.6988 -0.0696 0.29 0.30 -0.14
H -5.1239 18.9746 -0.0706 -0.32 -0.43 -0.42
H -6.0127 19.7631 1.1714 -1.08 -0.18 -0.13
H -6.9448 20.4070 -4.5934 0.13 0.18 -0.30
H -8.5437 20.1394 -4.7553 0.07 0.00 -0.87
C -0.7526 14.2817 5.8045 -0.88 -1.68 0.60
C -0.5217 15.7034 5.4307 1.29 -0.50 -0.37
C 0.8066 16.2138 6.0070 0.19 0.29 -0.32
O 0.8356 16.0855 7.4125 0.18 0.82 1.09
C 1.8999 16.7784 8.1026 -0.35 -0.59 -0.56
N -0.5051 15.7033 3.9534 -0.26 0.65 0.13
H 0.0641 13.6481 5.4584 0.16 0.01 -0.05
H -1.6701 13.8820 5.3727 -0.07 0.16 -0.51
H -0.9236 14.0338 6.8521 0.48 0.59 0.32
H -1.3112 16.3348 5.8382 -0.12 0.11 -0.32
H 0.8565 17.2247 5.6026 0.25 0.69 0.63
H 1.7015 15.7367 5.6073 -0.12 -0.56 -0.40
H 2.8404 16.2282 8.0706 0.21 -0.13 -0.63
H 1.7239 16.8266 9.1773 -0.76 0.08 -0.12
H 2.0410 17.7819 7.7012 0.00 0.06 -0.01
H 0.1815 15.0884 3.5405 0.19 -0.61 0.38
H -0.2631 16.5757 3.5057 -0.20 0.70 0.25
C -4.2336 13.9060 1.0865 0.14 0.82 -0.52
C -3.2350 14.8651 1.7191 -0.31 0.17 -0.96
C -3.7037 16.3314 1.6190 0.31 -0.48 -0.70
O -4.1257 16.7203 0.2911 -0.68 0.17 0.58
C -3.1643 16.7865 -0.7288 0.96 -0.03 -0.13
N -3.1249 14.5030 3.0896 0.38 -0.05 1.73
H -4.2578 14.1445 0.0232 -0.38 -0.21 -0.16
H -5.1979 14.1146 1.5497 -0.25 -0.25 -0.13
H -3.9591 12.8581 1.2077 0.11 0.10 0.21
H -2.2750 14.7408 1.2180 0.29 0.22 -0.31
H -2.9571 17.0242 2.0072 0.52 0.00 -0.24
H -4.5297 16.4452 2.3211 -0.57 0.00 -0.43
H -3.4989 17.2711 -1.6461 -1.01 0.04 0.16
H -2.8054 15.8102 -1.0544 0.12 -0.31 0.20
H -2.2968 17.4018 -0.4902 0.28 -0.09 0.63
H -2.5442 13.6774 3.1238 -0.41 -0.85 -0.09
H -2.4763 15.1164 3.5619 0.11 0.79 0.02
C -9.5061 11.2353 -4.1594 0.58 0.88 1.65
C -8.2448 11.4253 -3.2235 -1.74 -1.45 -0.30
C -8.3662 10.8154 -1.7491 -0.30 1.53 -0.08
O -7.1587 10.7299 -0.9986 0.34 -0.50 -0.72
C -6.3827 11.9214 -0.9250 -0.75 -0.33 -0.07
N -7.1936 10.7474 -3.9172 1.65 -0.61 0.21
H -10.3320 11.8354 -3.7773 -0.30 -0.26 0.11
H -9.7860 10.1836 -4.2195 -0.03 0.08 -0.28
H -9.2475 11.7033 -5.1093 0.07 -0.51 -0.15
H -8.0566 12.4979 -3.2699 0.23 0.00 0.75
H -8.7826 9.8154 -1.6279 -0.02 -0.16 -0.88
H -9.0687 11.4521 -1.2113 -0.19 0.37 0.31
H -7.0942 12.7018 -0.6553 0.56 0.49 0.20
H -5.9146 12.1557 -1.8810 -0.03 0.20 -0.15
H -5.5838 11.7579 -0.2017 -0.32 0.11 0.12
H -6.4783 10.6648 -3.2090 1.06 0.50 -0.07
H -7.3931 9.7573 -3.9182 -0.75 -0.45 -0.63
C -9.4914 15.8051 4.0660 -1.41 1.87 1.33
C -8.8663 15.8514 2.7354 0.74 0.10 -0.90
C -7.9030 17.1019 2.5475 -0.65 -0.42 -0.95
O -8.4764 18.3621 2.7321 -1.13 1.53 0.08
C -9.3494 18.7809 1.6788 -0.27 -0.32 0.18
N -8.1908 14.6214 2.6324 0.93 -1.36 -0.54
H -9.9786 14.8949 4.4157 0.15 -0.23 -0.65
H -10.2361 16.6010 4.0762 -0.24 0.14 0.50
H -8.7569 16.0833 4.8219 0.14 -0.02 0.10
H -9.5422 15.7144 1.8913 -0.80 1.26 0.07
H -7.5431 17.1251 1.5189 0.27 -0.65 -0.42
H -7.0052 17.1074 3.1655 -0.20 -0.57 0.41
H -9.8211 19.7464 1.8617 0.36 0.08 0.71
H -10.1841 18.0872 1.5783 -0.06 -0.29 -0.13
H -8.8702 18.9122 0.7086 0.52 -0.37 -0.03
H -7.5711 14.5327 3.4250 0.83 -0.37 -0.29
H -7.6979 14.5829 1.7517 0.57 -0.31 0.09
C 0.0982 10.5073 3.3430 0.53 0.46 -0.19
C -0.6000 11.6878 2.6834 0.41 -1.77 -0.65
C -0.3337 11.7342 1.1348 1.07 1.41 0.09
O 1.0558 12.0106 0.8316 -0.12 -0.47 0.52
C 1.2721 12.2675 -0.5613 0.38 -0.29 1.08
N -2.0175 11.5200 2.9500 -0.97 1.00 -0.10
H -0.4730 9.5984 3.1540 0.50 -0.25 -0.29
H 0.0763 10.6768 4.4196 0.13 -0.09 0.14
H 1.1315 10.5354 2.9970 0.14 -0.72 0.14
H -0.1760 12.5248 3.2383 -0.45 0.72 -0.69
H -0.8446 12.5646 0.6474 -0.80 0.04 0.32
H -0.5904 10.8266 0.5885 -0.39 -0.42 0.39
H 1.1076 13.3235 -0.7754 -0.54 -0.05 -0.30
H 0.6952 11.5551 -1.1511 -0.23 0.31 -0.33
H 2.3274 12.0865 -0.7655 0.07 -0.12 0.12
H -2.4241 10.7019 2.5193 0.27 -0.10 -0.51
H -2.1734 11.3462 3.9327 0.12 0.26 0.31
C -5.7476 15.8888 6.0471 -0.76 1.69 0.79
C -5.9073 14.4248 5.8239 1.29 -0.82 1.63
C -7.0603 13.6746 6.5569 0.69 0.04 -1.79
O -6.8696 12.2813 6.2006 -1.62 -0.39 1.13
C -7.8854 11.3960 6.7673 0.66 -0.01 -0.12
N -5.8968 14.2229 4.4000 -0.56 -0.98 0.08
H -5.7239 16.2821 7.0634 -0.37 -0.62 0.50
H -6.5901 16.3881 5.5686 0.01 0.27 -0.16
H -4.8332 16.3557 5.6810 0.12 -0.60 -0.72
H -5.0232 13.9286 6.2242 0.41 -0.10 0.40
H -7.9665 14.0664 6.0950 -0.59 -0.23 0.31
H -7.0476 13.7939 7.6403 0.06 0.19 0.01
H -8.9247 11.6122 6.5200 0.09 0.52 -0.53
H -7.8868 11.3000 7.8531 0.48 0.68 0.36
H -7.6940 10.3660 6.4667 0.29 0.22 -0.57
H -4.9639 14.4538 4.0892 0.52 0.54 -0.52
H -5.8476 13.2173 4.3197 -0.42 -0.52 -0.51
```
Forces are in eV/Å.

Summary:
- HOMO (spin up / spin down): 0.53 / -6.32 eV
- Max |F|: 3.1 eV Å⁻¹
- Gap between HOMO and LUMO (spin up / spin down): 0.066 / 0.316 hartree
- ΔE to the lowest compared entry with this formula, charge and spin: 23.2 kcal per mole
- DFT total energy: -70767.5207 eV
- LUMO (spin up / spin down): 2.33 / 2.28 eV
- Multiplicity: 2
- Charge: -1

***

No. 3
This record from OMol25 describes CHIOS2 as an isolated structure. The level of theory is the ωB97M-V functional and the def2-TZVPD basis.

```
6
Properties=species:S:1:pos:R:3:forces:R:3
C 0.0093 -0.9031 -0.2908 -1.27 2.50 1.36
O 1.6576 1.0205 0.0841 0.43 0.19 0.51
S -0.8979 2.3548 -0.0616 0.43 -2.08 0.37
S 0.2383 0.7646 0.1828 0.04 -0.61 -1.89
I -1.8540 -1.7406 0.0411 0.06 0.00 -0.23
H 0.8468 -1.4962 0.0444 0.30 0.02 -0.12
```
Forces are in eV/Å.

Summary:
- HOMO: -9.13 eV
- Max |F|: 3.1 eV Å⁻¹
- Gap between HOMO and LUMO: 0.260 hartree
- ΔE to the lowest compared entry with this formula, charge and spin: 73.1 kcal per mole
- DFT total energy: -32868.4799 eV
- LUMO: -2.05 eV

***

No. 4
This record from OMol25 describes a 3-piece molecular cluster, C5H9NO2 overall. The level of theory is the ωB97M-V functional and the def2-TZVPD basis.

```
17
Properties=species:S:1:pos:R:3:forces:R:3
C -1.1616 0.4354 -1.5472 -1.37 -0.31 1.37
C 1.5565 -1.3939 1.9692 0.50 -0.21 0.27
C -0.7243 1.8877 -1.4169 -0.11 -0.10 -0.06
N 0.7768 -0.9369 0.8525 0.32 0.36 -2.10
C 1.0780 -0.6402 -0.2957 2.46 -0.80 1.85
C -1.1426 -0.5885 1.3056 -2.43 0.02 2.05
O 1.6716 -0.4166 -1.2755 -1.01 0.16 -0.36
O -1.3379 -0.8356 2.4098 0.51 0.05 -0.70
H -1.2567 -0.0702 -0.4826 0.97 0.65 -2.51
H -2.2224 0.3886 -1.8157 -0.05 0.21 -0.25
H -0.6412 -0.0678 -2.3584 0.24 -0.35 0.40
H 2.1241 -0.5647 2.4029 -0.07 -0.13 -0.07
H 0.8750 -1.7823 2.7252 -0.04 0.07 0.00
H 2.2469 -2.1966 1.6837 -0.14 0.20 -0.02
H 0.3371 1.9541 -1.1983 0.18 0.12 0.06
H -1.2741 2.3855 -0.6185 0.02 0.06 0.04
H -0.9051 2.4418 -2.3400 0.03 0.01 0.03
```
Forces are in eV/Å.

Summary:
- HOMO: -9.52 eV
- Max |F|: 3.2 eV Å⁻¹
- Gap between HOMO and LUMO: 0.376 hartree
- ΔE to the lowest compared entry with this formula, charge and spin: 65.8 kcal per mole
- DFT total energy: -10913.7221 eV
- LUMO: 0.72 eV

***

No. 5
This record from OMol25 describes one molecule with the formula C5H8O2. The level of theory is the ωB97M-V functional and the def2-TZVPD basis.

```
15
Properties=species:S:1:pos:R:3:forces:R:3
C -1.8186 -0.4192 0.5784 0.00 0.08 0.01
C -0.5243 0.2636 0.8015 -0.24 0.06 0.04
O -0.4715 1.0970 1.7941 0.08 -0.19 -0.23
C 0.7340 -0.0291 0.1145 -0.27 0.03 -0.05
O 1.4080 -0.3716 1.2275 0.30 -0.11 0.06
C 1.2580 0.7470 -1.0713 0.07 0.17 -0.07
C 0.8042 -0.6917 -1.2301 -0.02 -0.16 -0.06
H -2.5933 -0.0451 1.2494 0.12 -0.05 -0.09
H -2.1239 -0.3266 -0.4686 0.08 -0.02 0.13
H -1.6495 -1.4856 0.7694 0.01 0.12 -0.04
H 0.5167 1.1301 1.9545 -0.08 0.04 0.01
H 2.3285 0.9340 -1.0506 -0.17 -0.03 0.02
H 0.6586 1.5287 -1.5332 0.08 -0.13 0.09
H -0.1001 -0.8798 -1.8072 0.14 0.05 0.13
H 1.5733 -1.4517 -1.3282 -0.11 0.12 0.03
```
Forces are in eV/Å.

Summary:
- HOMO (spin up / spin down): -8.12 / -8.12 eV
- Max |F|: 0.3 eV Å⁻¹
- Gap between HOMO and LUMO (spin up / spin down): 0.299 / 0.299 hartree
- ΔE to the lowest compared entry with this formula, charge and spin: 78.8 kcal per mole
- DFT total energy: -9406.4139 eV
- LUMO (spin up / spin down): 0.03 / 0.03 eV

***

No. 6
This record from OMol25 describes C6H6BBeBr2F10MgO8S2 as an isolated structure. The level of theory is the ωB97M-V functional and the def2-TZVPD basis.

```
37
Properties=species:S:1:pos:R:3:forces:R:3
F 3.2391 -1.9213 -3.3851 1.09 3.15 1.26
C 3.8697 -0.7024 -3.0981 2.32 -2.06 -1.55
F 4.1359 -0.5552 -1.6715 -1.09 -1.13 -2.95
F 5.1517 -0.8054 -3.6858 -2.91 0.29 1.41
C 3.1632 0.5558 -3.7828 1.48 1.31 -0.91
F 4.1410 1.5915 -3.7765 -1.95 -2.02 0.12
F 2.9580 0.2428 -5.1278 0.03 0.49 2.74
C 1.8969 1.1472 -3.0264 -0.71 1.74 1.33
F 1.3902 2.2545 -3.7443 1.00 -2.90 1.20
F 2.3259 1.7014 -1.7731 -0.49 -1.11 -2.39
C 0.7342 0.1223 -2.6867 -1.73 1.10 -1.03
F 1.1117 -0.9275 -1.7192 -0.15 1.92 -0.36
F -0.3034 0.9134 -1.9925 2.19 -2.08 -0.21
B -0.0139 -0.5524 -3.9749 0.15 0.61 -0.89
Br -1.0161 -2.2683 -3.4643 -0.21 -0.05 1.18
H 0.7042 -0.8265 -4.8748 0.48 -0.29 0.11
H -0.8631 0.1628 -4.4218 0.13 0.25 0.40
Mg -0.9196 -1.0660 -1.1106 -1.19 0.88 0.98
O -2.3477 -2.2645 3.3813 -1.49 -0.43 -0.54
S -2.7063 -3.3414 2.4603 7.47 -0.28 1.47
O -2.2915 -3.0009 1.0882 -0.72 0.31 -1.04
O -4.2139 -3.5117 2.4778 -4.89 -0.55 0.05
O -2.0773 -4.5968 2.8791 -1.22 0.09 -0.44
C -1.1658 1.4003 4.9314 0.37 -0.38 0.01
C -0.4000 2.3561 4.0299 -0.25 0.31 0.20
O -0.8938 2.1052 2.7180 -0.26 -0.46 0.49
S -2.4571 1.6701 2.8112 -0.11 -0.29 -1.85
O -3.2654 2.8262 2.5622 0.26 -0.81 0.58
O -2.6308 0.4345 2.1204 -0.16 0.84 1.00
O -2.4908 1.3714 4.4099 0.20 0.57 -0.20
H -0.7547 0.3882 4.8746 0.02 0.03 0.00
H -1.1735 1.7305 5.9710 -0.22 0.02 -0.09
H 0.6772 2.1942 4.0718 -0.09 -0.08 -0.23
H -0.6213 3.3984 4.2815 0.06 -0.02 0.10
Be 4.2590 0.9659 -0.6068 0.54 0.83 1.13
Br -5.2780 -5.0649 2.7518 1.51 1.22 -0.27
F -1.8739 1.8724 0.1027 0.59 -1.03 -0.84
```
Forces are in eV/Å.

Summary:
- HOMO: -5.32 eV
- Max |F|: 7.6 eV Å⁻¹
- Gap between HOMO and LUMO: 0.212 hartree
- DFT total energy: -218146.1998 eV
- LUMO: 0.45 eV
- Charge: -1

***

- Which value of DFT total energy does entry 4 give?
  -10913.7221 eV

***

- Which formula does entry 2 have?
  C36H99N9O9

***

- Which formula does entry 5 have?
  C5H8O2